DFT (ωB97M-V with the def2-TZVPD basis set) results for the ion H2P4S3 with charge -2 at a distorted geometry.

Atoms and positions in Å:
S -3.733 -0.591 -0.354
P -1.857 -0.913 0.178
P -0.883 1.034 -0.065
P 1.034 0.672 0.859
S 2.396 1.667 -0.367
P 2.112 -0.524 -0.625
S 3.530 -1.540 0.258
H -1.225 -1.334 -1.027
H -1.374 1.529 1.143

Computed properties:
* HOMO-LUMO gap: 5.6 eV
* net charge: -2
* SMILES string: [S-][PH]#[PH]P1#S#P1[S-]